A cluster of 11 separate species, C44H121N11O11 in total at a distorted geometry. Source: OMol25; level of theory: the ωB97M-V functional and the def2-TZVPD basis.

Values from the calculation:
- HOMO-LUMO gap (Eh) = 0.344
- 2S+1 = 1
- energy relative to the best compared isomer or geometry (same formula, charge and spin) (kcal/mol) = 67.1
- SMILES string = COC[C@H](C)N.COC[C@H](C)N.COC[C@H](C)N.COC[C@H](C)N.COC[C@H](C)N.COC[C@H](C)N.COC[C@H](C)N.COC[C@H](C)N.COC[C@H](C)N.COC[C@H](C)N.COC[C@H](C)N
- HOMO energy (eV) = -8.717

```
187
Properties=species:S:1:pos:R:3:forces:R:3:lowdin_charge:R:1
C -1.1936 -8.2267 0.0547 0.139 1.593 -1.222 -0.11
O -1.3732 -7.4154 1.1926 -0.273 -0.779 0.149 -0.18
C -1.4201 -6.0815 0.8327 0.700 1.526 -0.108 -0.25
C -1.6518 -5.1638 2.0501 -0.034 -0.651 -1.083 -0.41
C -1.9207 -3.7694 1.5555 -0.421 0.708 1.066 -0.07
N -0.4614 -5.1414 2.9788 -1.926 -1.216 -0.320 0.06
H -2.0305 -8.1305 -0.6631 -0.090 0.032 0.392 0.09
H -1.1595 -9.2332 0.3796 0.495 -0.975 0.176 0.07
H -0.3154 -7.8523 -0.5519 -0.371 -0.800 0.782 0.10
H -0.4152 -5.7822 0.4527 -0.442 -0.141 -0.251 0.10
H -2.1760 -5.9057 0.0150 0.451 -0.019 0.752 0.14
H -2.5787 -5.5366 2.5235 0.381 0.053 0.246 0.14
H -2.9063 -3.7263 1.0828 0.437 0.011 -0.770 0.08
H -1.0545 -3.3361 1.0294 -0.790 -0.179 -0.088 0.06
H -2.1026 -3.1527 2.4421 0.380 0.148 0.055 0.06
H -0.9701 -4.8454 3.8181 0.814 0.246 0.195 0.04
H -0.3131 -6.1504 3.1375 0.383 0.486 0.096 0.08
C -4.2494 -1.6708 -0.7981 2.384 -0.541 -0.514 -0.15
O -4.6022 -0.4072 -1.2453 -1.468 0.650 0.118 -0.19
C -5.9451 -0.1711 -0.7785 0.629 0.980 -0.609 -0.19
C -6.5745 1.0809 -1.3716 -0.061 0.097 -1.025 -0.46
C -5.6460 2.2625 -1.3300 1.862 0.876 0.727 -0.07
N -7.8098 1.4776 -0.7217 0.401 0.326 1.285 0.04
H -3.1366 -1.7463 -0.8964 -0.772 -0.122 -0.125 0.09
H -4.7144 -2.4114 -1.4326 -0.180 -0.608 -0.042 0.09
H -4.4374 -1.8791 0.2488 -0.469 0.192 0.390 0.08
H -6.6159 -1.0032 -0.9794 0.097 -0.400 0.082 0.13
H -5.8245 0.0118 0.2652 -0.340 -0.145 1.255 0.11
H -6.8612 0.8177 -2.3914 0.113 0.222 -0.262 0.13
H -4.6786 2.1961 -1.8792 -0.664 -0.667 0.373 0.05
H -5.3442 2.3540 -0.2436 -0.250 0.359 -0.963 0.10
H -6.0446 3.2248 -1.6940 -0.452 -0.573 0.404 0.09
H -8.5852 0.9331 -1.0260 -0.568 -0.461 0.142 0.06
H -7.7371 1.5116 0.3166 -0.171 -0.186 -1.200 0.10
C 3.4782 1.9482 -2.7179 0.404 -0.854 0.263 -0.09
O 3.2561 1.0027 -3.7747 0.458 -0.628 0.315 -0.22
C 3.8776 -0.2969 -3.6215 0.403 0.665 0.378 -0.21
C 3.4260 -1.1483 -4.7722 0.866 -0.173 -0.016 -0.44
C 4.1375 -2.5049 -4.7203 0.403 0.026 -1.911 -0.06
N 3.8279 -0.5021 -6.0340 -0.745 -0.262 0.037 0.04
H 2.6542 1.8616 -1.9791 0.349 0.281 -0.381 0.06
H 3.5161 2.9737 -3.1745 0.091 -0.978 0.604 0.10
H 4.4246 1.6505 -2.1705 -0.768 0.804 -0.601 0.10
H 4.9745 -0.2619 -3.7371 -0.031 0.629 0.175 0.12
H 3.7212 -0.7810 -2.6409 -0.533 0.356 -0.130 0.13
H 2.3630 -1.2829 -4.6569 -0.529 -0.004 -0.498 0.10
H 3.9874 -3.0548 -5.6887 -0.041 0.568 0.723 0.10
H 3.8480 -3.1868 -3.9621 -0.483 -0.339 1.014 0.06
H 5.2255 -2.3557 -4.6555 -0.169 0.046 0.140 0.08
H 4.7364 -0.8772 -6.2726 0.073 0.493 -0.202 0.06
H 3.8136 0.5215 -5.9884 0.164 -0.682 0.130 0.07
C 5.0193 -3.7352 4.3194 0.090 -0.067 -1.287 -0.12
O 4.4282 -2.5007 3.9534 1.126 1.426 0.796 -0.24
C 5.4010 -1.3793 4.0860 -2.879 0.427 -0.364 -0.17
C 6.1335 -1.0824 2.8155 -0.778 -1.353 -1.842 -0.44
C 7.3007 -0.1716 3.0527 0.016 1.243 -0.570 -0.07
N 5.2217 -0.4335 1.8194 -0.918 -0.804 1.450 0.06
H 5.6998 -3.9640 3.4449 -0.235 -0.545 1.394 0.10
H 4.2117 -4.4789 4.3942 0.304 0.174 -0.231 0.08
H 5.5074 -3.6862 5.3056 0.181 0.020 -0.431 0.09
H 4.7426 -0.5145 4.2566 0.167 -0.123 0.250 0.11
H 6.0318 -1.4837 4.9476 0.467 -0.471 0.384 0.12
H 6.4135 -2.1432 2.5007 0.406 1.297 -0.246 0.14
H 7.6664 0.3500 2.1255 -0.231 -0.847 0.755 0.10
H 8.0623 -0.7448 3.5182 1.115 -0.330 0.281 0.06
H 7.0527 0.6522 3.7422 -0.187 -0.304 -0.146 0.08
H 5.6335 -0.2286 0.9335 0.503 -0.118 -0.388 0.06
H 4.3480 -0.9641 1.6641 0.797 0.326 0.177 0.07
C -3.0136 1.4249 4.1913 0.942 1.097 -0.087 -0.12
O -2.8851 0.4200 5.1544 -0.138 -0.537 0.999 -0.18
C -2.2560 -0.7503 4.6770 -1.103 -0.646 -1.783 -0.25
C -1.7277 -1.6865 5.7392 0.414 0.385 1.842 -0.38
C -0.7677 -0.7772 6.5863 0.413 -1.589 -0.836 -0.05
N -1.1458 -2.9372 5.1239 1.281 1.641 -0.287 0.03
H -3.3677 1.1071 3.2150 -0.586 -0.525 -0.107 0.07
H -1.9941 1.8110 3.9563 -0.517 0.244 0.284 0.09
H -3.6853 2.2215 4.5918 0.650 -0.641 -0.277 0.10
H -3.0112 -1.3142 4.1165 -0.049 -0.061 -0.328 0.12
H -1.4853 -0.4564 3.9422 0.195 -0.261 0.488 0.09
H -2.5365 -2.0230 6.4300 0.286 0.197 -0.731 0.14
H -1.2777 -0.0430 7.1701 -0.628 0.049 0.726 0.07
H -0.2472 -0.1617 5.8713 0.763 0.090 -0.289 0.04
H -0.0648 -1.3958 7.1661 -0.226 0.423 0.029 0.08
H -0.8758 -3.6275 5.8208 -0.448 0.290 0.387 0.07
H -0.2008 -2.6872 4.7323 -1.255 -0.156 0.114 0.09
C -4.3516 3.0252 -4.8556 -0.867 -1.398 -1.194 -0.07
O -3.8511 2.1397 -5.8706 1.344 1.043 0.004 -0.20
C -4.7343 1.3098 -6.5244 -1.782 -1.035 2.050 -0.22
C -5.3975 0.3534 -5.4931 -0.256 -2.379 -1.258 -0.38
C -4.3928 -0.6433 -4.8315 -0.131 -0.017 -0.934 -0.05
N -6.4741 -0.5135 -6.1208 -0.030 1.074 -0.047 0.02
H -4.3179 2.5078 -3.9067 0.298 0.258 0.421 0.05
H -5.4011 3.2539 -5.0377 -0.187 0.178 -0.152 0.10
H -3.7713 3.9125 -4.9503 0.510 0.610 0.410 0.08
H -5.5483 1.8434 -7.0283 0.134 0.226 -0.222 0.12
H -4.2152 0.6597 -7.1962 0.597 -0.010 -0.732 0.12
H -5.9523 0.8799 -4.7401 0.044 0.552 0.527 0.10
H -3.6676 -0.1573 -4.2067 0.133 0.470 0.574 0.04
H -3.7499 -1.1764 -5.5788 -0.800 0.347 0.199 0.09
H -4.9382 -1.3986 -4.2473 0.166 0.335 -0.155 0.07
H -6.1393 -1.0933 -6.8728 0.727 -0.387 -0.023 0.05
H -7.1447 0.0701 -6.6273 0.039 0.121 0.486 0.06
C 0.6911 -4.5498 -2.3291 -0.812 -0.624 0.407 -0.10
O 1.7688 -4.3593 -1.4173 -0.453 0.005 -0.176 -0.19
C 1.3631 -3.5299 -0.3034 1.555 -0.489 -0.491 -0.19
C 2.4385 -3.5932 0.7967 -0.057 0.030 -0.097 -0.37
C 2.7951 -5.0726 0.9852 -0.147 -0.562 0.379 -0.06
N 1.9371 -2.8828 2.0362 -0.266 -0.546 -1.855 0.07
H 0.1917 -3.6086 -2.5429 -0.344 0.263 0.314 0.07
H -0.0565 -5.3268 -1.9612 0.712 1.014 -0.116 0.09
H 0.9826 -4.9001 -3.3172 0.833 -0.195 0.187 0.08
H 1.1730 -2.5546 -0.6764 0.021 1.081 -0.241 0.08
H 0.4509 -3.8815 0.0943 -1.040 -0.700 0.526 0.06
H 3.3622 -3.1110 0.4306 -0.401 0.253 0.241 0.13
H 1.8563 -5.6856 1.0529 0.831 0.467 0.234 0.08
H 3.3855 -5.1533 1.9209 -0.299 -0.285 -0.485 0.07
H 3.3719 -5.4894 0.1275 -0.339 0.472 0.654 0.09
H 1.3061 -3.5087 2.5110 -0.552 -0.325 0.042 0.03
H 2.6625 -2.7050 2.6937 1.029 0.120 0.333 0.02
C -0.5580 6.3262 2.4111 -0.569 0.951 -0.457 -0.15
O 0.1688 5.3962 1.6768 0.682 0.349 -1.942 -0.22
C 0.8086 6.0652 0.4988 0.726 -0.818 2.000 -0.15
C 2.0967 5.2954 0.2256 -1.345 -1.652 -0.467 -0.41
C 1.8106 3.7338 0.0008 -0.114 2.063 -0.052 -0.04
N 3.0110 5.3611 1.3349 0.432 -0.147 0.689 0.05
H -1.2154 6.8784 1.7198 -0.011 0.178 0.214 0.08
H 0.1354 7.0591 2.8633 -0.432 -0.208 0.285 0.09
H -1.2408 5.8521 3.1247 0.577 -0.131 0.108 0.09
H 0.1991 6.1380 -0.3731 -1.065 -0.409 -0.530 0.10
H 1.0523 7.0988 0.7765 0.040 -0.055 0.198 0.11
H 2.5084 5.6268 -0.7459 0.201 0.319 0.547 0.13
H 1.1986 3.5825 -0.9068 0.402 -0.048 0.458 0.04
H 1.2163 3.3810 0.8728 0.857 -0.203 -0.532 0.08
H 2.8465 3.3836 -0.1324 -0.681 -0.723 0.334 0.07
H 2.7328 4.6876 2.0684 0.295 0.428 -0.623 0.06
H 2.9978 6.2629 1.8006 0.040 0.091 -0.211 0.08
C -0.2234 -0.5626 -3.6890 0.890 -0.356 -0.467 -0.10
O 0.1001 -0.8597 -2.3480 -1.238 0.872 0.690 -0.21
C -0.5829 0.0705 -1.4906 0.138 0.091 0.720 -0.18
C -0.3611 -0.3710 -0.0311 0.708 -0.256 0.203 -0.40
C -1.2441 0.3333 0.9708 -0.589 1.078 -0.591 -0.06
N 1.0803 -0.1244 0.3329 -0.609 -0.508 -0.957 0.06
H 0.2409 0.4196 -3.9428 -0.356 -0.641 -0.276 0.09
H -1.3103 -0.5628 -3.9372 0.518 0.038 0.483 0.08
H 0.2571 -1.4053 -4.2161 -0.269 0.686 -0.396 0.08
H -0.2358 1.1153 -1.6408 0.305 -0.428 0.081 0.12
H -1.6549 0.1307 -1.7449 0.044 -0.462 0.142 0.12
H -0.6485 -1.4447 0.0586 0.398 0.367 -0.411 0.11
H -2.3094 0.2467 0.6275 0.747 0.291 0.527 0.09
H -0.9176 1.3886 1.0827 -0.484 -0.312 -0.369 0.08
H -1.1326 -0.0602 1.9715 -0.068 -0.496 0.116 0.04
H 1.6206 -0.4025 -0.5056 -0.135 0.200 0.808 0.06
H 1.3615 -0.7511 1.0960 -0.128 -0.027 -0.384 0.04
C 4.9754 3.1683 2.7563 -1.332 0.128 -0.802 -0.09
O 3.7112 3.3456 3.4166 0.855 -0.676 0.296 -0.20
C 2.9935 2.1346 3.3303 -0.741 0.254 -0.594 -0.25
C 1.6512 2.2326 4.0301 1.429 -0.643 0.722 -0.40
C 1.8632 2.4154 5.5536 -1.612 0.014 -0.132 -0.04
N 0.9056 1.0147 3.6863 -1.247 1.045 -1.236 0.07
H 5.4752 2.3096 3.1761 0.583 -0.043 0.470 0.05
H 5.4979 4.1247 2.8204 0.137 -0.378 -0.072 0.09
H 4.7731 2.8648 1.6975 0.275 0.563 0.508 0.09
H 2.7838 1.9481 2.2745 0.001 -0.117 -0.324 0.10
H 3.4912 1.2234 3.6696 0.651 0.213 0.364 0.10
H 1.2025 3.1125 3.6099 -0.899 0.347 -0.136 0.12
H 2.3577 3.3414 5.8568 -0.209 0.045 -0.443 0.08
H 2.4649 1.6300 5.9414 0.763 -0.947 0.199 0.06
H 0.9007 2.3086 6.1083 0.491 0.351 -0.476 0.08
H 0.8564 0.8954 2.6509 0.159 0.205 1.129 0.05
H 1.2451 0.1607 4.0685 0.670 -0.421 0.472 0.06
C -2.1464 3.7015 -0.7119 -0.457 -0.533 1.285 -0.14
O -1.0794 3.6129 -1.5763 0.468 0.119 -2.377 -0.21
C -1.5728 3.5469 -2.9685 -0.456 -0.462 2.141 -0.19
C -0.4422 3.5069 -3.9081 1.133 -0.799 0.487 -0.50
C 0.4594 4.7107 -3.7333 -1.266 0.475 0.100 -0.03
N -0.9858 3.3288 -5.2293 -0.101 -0.169 -1.083 0.07
H -2.7240 2.7778 -0.7759 -0.268 -0.166 0.319 0.07
H -2.8029 4.5106 -0.9711 -0.518 0.689 -0.195 0.08
H -1.8138 3.8665 0.3341 0.118 -0.201 -0.660 0.10
H -2.1478 2.6133 -3.1124 -0.087 0.222 0.346 0.12
H -2.2299 4.3910 -3.1467 -0.209 0.334 -0.040 0.12
H 0.1383 2.6412 -3.5369 0.207 -0.064 -0.371 0.12
H 0.8258 4.6834 -2.7004 0.124 0.189 -0.362 0.06
H -0.1707 5.6326 -3.8702 0.870 -0.601 -0.082 0.11
H 1.2646 4.6286 -4.4444 0.433 0.410 -0.204 0.07
H -1.6377 2.5283 -5.3145 0.696 0.669 0.023 0.07
H -0.2747 3.2856 -5.9740 -0.548 -0.085 0.714 0.09
```
Forces are in eV/Å.